{"formula": "C23H45IN3O7", "method": "ωB97M-V/def2-TZVPD", "de_lowest_kcal_mol": 0.0, "total_charge": 1, "total_energy_ha": -1891.6940, "orbital_gap_ha": 0.331, "species": ["C", "C", "O", "C", "N", "C", "C", "O", "N", "C", "C", "C", "C", "I", "C", "C", "C", "C", "O", "N", "C", "C", "C", "C", "C", "O", "C", "O", "H", "H", "H", "H", "H", "H", "H", "H", "H", "H", "H", "H", "H", "H", "H", "H", "H", "H", "H", "H", "H", "H", "H", "H", "H", "H", "H", "H", "H", "H", "H", "H", "H", "H", "H", "H", "H", "H", "H", "O", "C", "O", "C", "C", "C", "H", "H", "H", "H", "H", "H"], "xyz": [[-2.190, 2.682, -0.018], [-3.393, 1.767, 0.249], [-4.608, 2.276, -0.253], [-3.588, 1.625, 1.777], [-2.861, 0.432, 2.239], [-2.373, 0.501, 3.616], [-1.249, -0.518, 3.762], [0.060, 0.035, 3.570], [0.442, -0.087, 2.221], [1.020, -1.436, 1.868], [1.518, -2.259, 3.057], [2.674, -1.654, 3.857], [2.893, -2.536, 5.116], [4.629, -3.777, 4.993], [2.041, -1.328, 0.729], [1.463, -0.327, -0.301], [2.132, -0.409, -1.665], [1.213, 0.280, -2.654], [0.099, -0.072, -2.779], [1.734, 1.355, -3.454], [0.793, 2.487, -3.467], [1.871, 0.896, -4.848], [1.394, 1.116, 0.287], [2.496, 2.050, -0.186], [2.351, 3.475, 0.360], [0.989, 3.920, 0.353], [1.282, 1.065, 1.816], [2.489, 1.098, 2.483], [-1.607, 2.366, -0.879], [-1.497, 2.689, 0.823], [-2.562, 3.693, -0.166], [-3.168, 0.777, -0.161], [-4.490, 2.509, -1.185], [-4.655, 1.577, 1.998], [-3.112, 2.480, 2.242], [-3.393, -0.414, 2.075], [-1.989, 1.487, 3.865], [-3.146, 0.213, 4.336], [-1.259, -0.951, 4.760], [-1.453, -1.353, 3.090], [-0.442, 0.006, 1.692], [0.195, -2.008, 1.444], [1.856, -3.223, 2.674], [0.678, -2.489, 3.708], [2.378, -0.689, 4.247], [3.598, -1.599, 3.296], [2.000, -3.106, 5.342], [3.035, -1.885, 5.970], [3.018, -1.011, 1.085], [2.064, -2.299, 0.247], [0.429, -0.653, -0.455], [3.122, 0.034, -1.698], [2.217, -1.444, -1.998], [0.042, 2.403, -4.257], [1.321, 3.420, -3.648], [0.246, 2.584, -2.530], [2.298, 1.681, -5.460], [2.463, -0.017, -4.885], [0.896, 0.652, -5.286], [0.453, 1.553, -0.049], [3.499, 1.702, 0.060], [2.473, 2.152, -1.269], [2.715, 3.525, 1.390], [2.945, 4.177, -0.222], [0.785, 4.262, 1.231], [0.723, 1.957, 2.102], [2.578, 1.899, 3.011], [-2.149, -5.359, -5.644], [-2.223, -4.411, -4.924], [-1.135, -3.722, -4.481], [-1.539, -2.707, -3.550], [-3.005, -2.443, -3.857], [-3.485, -3.812, -4.330], [-1.389, -3.088, -2.535], [-0.924, -1.823, -3.688], [-3.559, -2.049, -3.006], [-3.088, -1.723, -4.673], [-3.814, -4.440, -3.501], [-4.267, -3.738, -5.080]], "atomic_forces_ev_per_a": [[-0.2, -0.2, -0.2], [0.3, 0.1, 0.8], [0.1, 0.1, -0.5], [0.2, -0.8, -0.8], [0.8, 0.9, -0.1], [-0.1, -1.2, -0.3], [-0.8, -0.2, 0.8], [0.3, -0.1, -0.2], [-0.5, -0.2, -0.2], [0.7, -1.7, -0.1], [0.4, 0.6, -0.1], [-0.7, -1.0, 1.1], [0.1, 0.8, -0.2], [-0.4, 0.0, 0.0], [-0.8, 1.2, -0.3], [0.3, -0.3, 0.6], [0.0, 0.3, -0.3], [2.2, 0.7, -0.6], [-2.8, -0.8, 0.2], [-0.1, 0.4, -0.1], [-0.3, 0.3, 0.0], [-0.1, -0.5, 0.1], [-0.1, -1.0, -0.4], [0.0, 0.9, 0.0], [-0.1, 0.1, 0.6], [-0.1, -0.3, 0.1], [0.2, 2.2, -0.2], [0.5, -0.7, 0.1], [-0.1, 0.1, -0.3], [0.0, 0.0, 0.1], [0.2, 0.1, 0.0], [-0.2, -0.1, 0.0], [-0.1, 0.0, 0.2], [0.0, 0.2, 0.1], [-0.3, 0.2, 0.3], [-0.1, 0.1, 0.1], [-0.1, 0.2, -0.1], [0.0, 0.3, 0.2], [0.3, 0.2, 0.2], [0.3, -0.1, -0.2], [0.1, 0.2, -0.1], [-0.3, 0.2, 0.0], [-0.1, 0.0, -0.3], [-0.1, 0.1, 0.2], [0.2, 0.3, -0.3], [0.0, 0.3, -0.2], [0.1, -0.5, -0.1], [0.3, -0.1, 0.2], [0.2, -0.2, 0.0], [0.4, -0.2, 0.1], [-0.1, 0.0, -0.2], [0.1, 0.0, 0.1], [-0.1, -0.1, 0.1], [-0.1, -0.2, 0.0], [0.2, 0.0, 0.0], [0.2, 0.0, 0.2], [0.3, 0.0, 0.1], [0.3, 0.1, -0.1], [-0.1, 0.0, 0.1], [-0.1, 0.1, -0.1], [0.0, -0.2, 0.1], [-0.2, -0.3, -0.1], [0.2, 0.0, 0.0], [0.1, -0.1, -0.1], [0.0, 0.2, -0.3], [-0.4, -0.2, 0.1], [-0.2, -0.2, 0.0], [0.2, 0.1, 0.0], [-0.3, -0.4, 0.0], [-0.1, 0.0, 0.0], [0.0, 0.2, 0.0], [-0.2, 0.0, 0.1], [0.2, 0.6, 0.0], [0.0, 0.0, 0.0], [0.1, -0.2, -0.1], [0.1, 0.0, 0.0], [0.0, 0.0, 0.0], [0.0, -0.1, -0.1], [0.0, -0.3, 0.0]], "lowdin_charge": [-0.034, -0.423, -0.027, -0.156, -0.065, -0.177, -0.151, -0.036, 0.024, -0.209, -0.142, -0.293, -0.657, 0.780, -0.059, -0.241, -0.046, -0.462, 0.131, -0.171, -0.073, -0.062, -0.184, -0.110, -0.213, -0.066, -0.276, 0.065, 0.062, 0.053, 0.098, 0.131, 0.105, 0.129, 0.113, 0.126, 0.128, 0.128, 0.138, 0.128, 0.179, 0.155, 0.138, 0.107, 0.090, 0.079, 0.042, 0.036, 0.133, 0.139, 0.139, 0.126, 0.140, 0.088, 0.093, 0.070, 0.093, 0.094, 0.091, 0.122, 0.138, 0.103, 0.110, 0.126, 0.092, 0.162, 0.132, 0.135, -0.483, 0.023, -0.167, -0.156, -0.074, 0.124, 0.091, 0.111, 0.120, 0.131, 0.127]}

---

{"formula": "C23H45N2OP2Ti", "method": "ωB97M-V/def2-TZVPD", "spin_multiplicity": 2, "total_charge": 2, "total_energy_ha": -2619.7385, "orbital_gap_ha": [0.256, 0.274], "species": ["Ti", "P", "P", "N", "C", "H", "H", "C", "H", "H", "C", "H", "H", "C", "H", "H", "C", "C", "H", "H", "H", "C", "C", "H", "H", "H", "C", "C", "H", "H", "H", "C", "C", "H", "H", "H", "C", "C", "H", "H", "H", "C", "H", "H", "H", "C", "H", "H", "H", "C", "H", "H", "H", "H", "H", "H", "H", "O", "H", "H", "N", "C", "C", "C", "C", "C", "C", "H", "H", "H", "H", "H", "H", "H"], "xyz": [[0.366, 0.302, -0.181], [1.270, 1.109, 1.946], [0.023, -0.236, -2.546], [0.214, 2.211, -0.710], [1.080, 2.913, 1.532], [0.639, 3.396, 2.417], [2.104, 3.311, 1.435], [0.278, 3.278, 0.272], [-0.751, 3.553, 0.559], [0.704, 4.212, -0.158], [-0.347, 2.601, -1.989], [0.096, 3.551, -2.365], [-1.416, 2.836, -1.846], [-0.201, 1.531, -3.083], [0.676, 1.772, -3.706], [-1.076, 1.549, -3.751], [-1.555, -1.110, -2.986], [-1.631, -2.532, -2.422], [-2.685, -2.847, -2.395], [-1.273, -2.607, -1.390], [-1.039, -3.232, -3.027], [1.375, -0.898, -3.588], [1.593, -2.402, -3.426], [2.526, -2.674, -3.938], [0.773, -2.985, -3.861], [1.714, -2.698, -2.382], [3.034, 0.887, 2.378], [3.359, -0.501, 2.928], [4.451, -0.607, 2.986], [3.004, -1.304, 2.277], [2.942, -0.654, 3.930], [0.236, 0.822, 3.460], [0.096, -0.661, 3.817], [-0.764, -0.783, 4.493], [1.009, -1.044, 4.291], [-0.116, -1.294, 2.950], [1.339, -1.422, 0.059], [1.301, -0.516, -5.066], [0.472, -1.009, -5.577], [1.193, 0.557, -5.230], [2.233, -0.828, -5.553], [3.624, 1.976, 3.272], [4.709, 1.827, 3.334], [3.458, 2.985, 2.893], [3.223, 1.937, 4.286], [0.667, 1.649, 4.674], [-0.157, 1.638, 5.402], [1.540, 1.208, 5.170], [0.881, 2.697, 4.433], [-1.886, -1.083, -4.480], [-1.308, -1.833, -5.032], [-2.947, -1.346, -4.597], [-1.736, -0.101, -4.943], [-2.324, -0.509, -2.464], [-0.764, 1.182, 3.153], [2.257, -0.393, -3.164], [3.523, 0.970, 1.395], [2.036, -2.385, 0.149], [2.001, 1.303, -0.910], [2.086, 0.515, -0.712], [-1.829, 0.394, 0.411], [-2.690, -0.667, 0.924], [-4.043, -0.397, 1.174], [-4.870, -1.409, 1.673], [-4.339, -2.682, 1.920], [-2.988, -2.937, 1.667], [-2.160, -1.916, 1.164], [-1.869, 1.175, 1.075], [-2.282, 0.797, -0.415], [-4.455, 0.597, 0.983], [-5.927, -1.220, 1.872], [-4.986, -3.470, 2.310], [-2.589, -3.925, 1.862], [-1.099, -2.126, 0.967]], "atomic_forces_ev_per_a": [[-3.1, 3.1, -0.1], [0.3, 0.8, 1.0], [-0.3, 0.1, -1.3], [-0.4, -1.0, 0.4], [0.4, 0.2, 0.4], [0.2, 0.0, -0.3], [-0.4, -0.2, 0.0], [0.0, 0.6, 0.0], [0.1, -0.1, 0.0], [-0.2, -0.5, 0.1], [-0.1, 0.5, -0.4], [-0.1, -0.5, 0.2], [0.1, 0.0, 0.0], [0.1, -0.1, -0.6], [-0.3, -0.1, 0.2], [0.3, 0.2, 0.1], [-0.1, 0.3, 0.4], [-0.1, -0.2, 0.1], [0.4, -0.1, -0.2], [0.0, 0.1, -0.1], [-0.4, 0.2, 0.2], [0.5, 0.2, -0.1], [0.1, -0.2, 0.1], [-0.3, 0.0, 0.1], [0.3, 0.1, 0.0], [-0.1, 0.0, -0.1], [0.5, 0.1, -0.3], [0.1, -0.2, 0.0], [-0.3, 0.0, 0.1], [0.0, 0.0, 0.1], [0.2, 0.1, -0.2], [-0.3, 0.0, -0.3], [-0.1, -0.2, 0.0], [0.4, 0.0, 0.0], [-0.5, 0.1, 0.0], [0.1, 0.1, 0.0], [5.0, -7.9, 0.9], [0.0, 0.0, -0.3], [0.2, 0.0, 0.1], [0.1, -0.1, 0.0], [-0.2, 0.1, 0.1], [0.2, 0.2, 0.2], [-0.2, 0.0, 0.0], [0.1, -0.1, 0.0], [0.2, 0.0, -0.2], [-0.2, 0.0, 0.3], [0.2, 0.0, -0.2], [-0.2, 0.1, -0.2], [0.0, -0.2, 0.1], [-0.3, -0.1, -0.1], [-0.1, 0.2, 0.2], [0.3, 0.1, 0.0], [0.0, -0.2, 0.1], [0.2, -0.1, -0.1], [0.2, 0.0, 0.0], [0.0, 0.0, -0.1], [0.0, 0.0, 0.1], [-3.9, 5.3, -0.5], [-0.5, -1.0, 0.4], [1.6, 0.4, -0.5], [0.2, 0.2, -0.1], [-0.7, -0.1, 0.2], [-0.1, -0.3, 0.1], [0.3, -0.1, -0.1], [0.2, 0.2, -0.1], [-0.2, 0.5, -0.1], [-0.1, -0.8, 0.2], [0.1, -0.1, -0.1], [0.1, -0.1, 0.0], [0.1, -0.3, 0.0], [0.4, 0.0, -0.1], [0.3, 0.2, -0.1], [0.1, 0.1, 0.0], [-0.5, 0.1, 0.1]], "lowdin_charge": [0.465, 1.004, 1.005, -0.294, -0.270, 0.094, 0.088, -0.278, 0.124, 0.136, -0.279, 0.136, 0.124, -0.270, 0.088, 0.093, -0.519, -0.093, 0.103, 0.050, 0.075, -0.532, -0.085, 0.103, 0.076, 0.057, -0.532, -0.086, 0.103, 0.057, 0.076, -0.521, -0.092, 0.104, 0.075, 0.049, -0.143, -0.086, 0.069, 0.072, 0.102, -0.085, 0.102, 0.072, 0.069, -0.088, 0.102, 0.082, 0.077, -0.089, 0.082, 0.102, 0.077, 0.104, 0.104, 0.108, 0.108, 0.131, 0.176, 0.037, 0.029, -0.305, -0.017, -0.043, -0.047, -0.041, -0.070, 0.104, 0.104, 0.124, 0.123, 0.122, 0.117, 0.083]}

---

{"formula": "C23H46Br2N3O2", "method": "ωB97M-V/def2-TZVPD", "total_charge": 1, "total_energy_ha": -6366.4961, "orbital_gap_ha": 0.279, "species": ["C", "C", "C", "C", "C", "C", "C", "C", "C", "C", "C", "C", "C", "Br", "C", "C", "C", "N", "C", "N", "C", "C", "O", "N", "Br", "H", "H", "H", "H", "H", "H", "H", "H", "H", "H", "H", "H", "H", "H", "H", "H", "H", "H", "H", "H", "H", "H", "H", "H", "H", "H", "H", "H", "H", "H", "H", "H", "H", "H", "H", "H", "H", "H", "C", "C", "C", "O", "C", "H", "H", "H", "H", "H", "H", "H", "H"], "xyz": [[3.733, -1.661, 0.687], [3.093, -0.542, 1.508], [3.878, 0.769, 1.443], [3.883, 1.428, 0.063], [2.518, 2.004, -0.354], [2.359, 3.522, -0.132], [1.375, 3.868, 0.987], [-0.068, 3.595, 0.585], [-1.068, 3.810, 1.718], [-2.519, 3.985, 1.259], [-2.997, 3.078, 0.116], [-3.359, 1.642, 0.505], [-4.424, 1.487, 1.608], [-5.843, 2.828, 1.503], [-5.078, 0.109, 1.675], [-5.792, -0.145, 2.995], [-2.108, 0.842, 0.891], [-1.544, 0.525, -0.433], [-2.611, 0.287, -1.242], [-2.499, -0.451, -2.334], [-3.527, -0.914, -3.276], [-4.547, -1.836, -2.620], [-5.623, -1.903, -3.528], [-3.725, 0.848, -0.737], [-5.048, 1.515, -1.858], [3.406, -2.647, 1.018], [4.822, -1.630, 0.767], [3.491, -1.592, -0.373], [3.004, -0.848, 2.553], [2.068, -0.377, 1.154], [3.483, 1.473, 2.185], [4.911, 0.564, 1.736], [4.226, 0.707, -0.681], [4.622, 2.234, 0.060], [2.320, 1.762, -1.400], [1.740, 1.489, 0.222], [2.022, 4.003, -1.055], [3.330, 3.963, 0.102], [1.487, 4.913, 1.290], [1.615, 3.260, 1.868], [-0.334, 4.223, -0.274], [-0.124, 2.560, 0.229], [-0.781, 4.704, 2.277], [-0.987, 2.992, 2.444], [-2.652, 5.014, 0.920], [-3.193, 3.876, 2.112], [-2.235, 3.032, -0.667], [-3.880, 3.532, -0.329], [-3.927, 1.710, 2.553], [-4.313, -0.658, 1.525], [-5.779, 0.018, 0.841], [-5.121, 0.007, 3.842], [-6.154, -1.171, 3.036], [-6.646, 0.518, 3.118], [-2.388, -0.096, 1.376], [-1.413, 1.387, 1.520], [-0.831, -0.196, -0.427], [-1.558, -0.762, -2.525], [-2.989, -1.438, -4.062], [-4.042, -0.075, -3.737], [-4.857, -1.430, -1.650], [-4.103, -2.823, -2.450], [-6.383, -2.322, -3.113], [5.954, -5.905, -0.679], [5.163, -6.094, -1.972], [4.244, -4.879, -1.944], [4.968, -3.845, -1.279], [6.130, -4.392, -0.651], [6.904, -6.437, -0.669], [5.366, -6.237, 0.178], [5.829, -6.047, -2.835], [4.614, -7.034, -2.014], [3.326, -5.096, -1.383], [3.965, -4.526, -2.938], [7.020, -4.088, -1.211], [6.202, -3.985, 0.359]], "atomic_forces_ev_per_a": [[-0.1, 0.0, 0.0], [0.1, 0.0, 0.0], [0.0, 0.0, 0.0], [0.0, 0.1, 0.0], [0.0, 0.0, 0.0], [0.0, 0.0, 0.1], [0.0, -0.1, 0.0], [0.0, 0.0, 0.0], [0.1, 0.0, 0.1], [-0.1, -0.1, 0.0], [0.0, 0.0, 0.0], [0.0, -0.1, 0.0], [0.0, -0.1, -0.1], [0.0, 0.1, 0.0], [0.0, 0.0, 0.0], [0.0, 0.0, 0.0], [-0.1, -0.1, 0.0], [-0.3, -0.7, 0.2], [0.0, 0.0, -0.2], [0.2, 0.1, 0.0], [0.0, 0.1, 0.0], [0.0, -0.1, 0.0], [0.0, 0.1, 0.0], [0.1, 0.4, 0.0], [0.0, 0.0, 0.2], [0.0, 0.0, 0.0], [0.0, 0.0, 0.0], [0.1, 0.0, 0.0], [0.0, 0.0, 0.0], [0.0, 0.0, 0.1], [0.0, 0.0, 0.0], [0.0, 0.0, 0.0], [0.0, 0.0, 0.0], [0.0, 0.0, 0.0], [0.0, 0.0, 0.0], [0.0, 0.0, -0.1], [0.0, 0.0, 0.0], [0.0, 0.0, 0.0], [0.0, 0.0, 0.0], [0.0, 0.1, 0.0], [0.0, 0.0, 0.1], [-0.1, 0.1, -0.1], [0.0, 0.0, 0.0], [0.1, 0.1, 0.0], [0.0, 0.0, -0.1], [0.0, 0.1, 0.0], [0.0, 0.0, 0.0], [0.0, 0.0, 0.0], [0.0, 0.0, 0.0], [0.0, 0.0, 0.0], [0.0, 0.0, 0.0], [0.0, 0.0, 0.0], [0.0, 0.0, 0.0], [0.0, 0.0, 0.0], [0.0, 0.1, 0.2], [0.0, 0.0, -0.2], [0.1, 0.2, -0.1], [0.0, 0.0, 0.0], [0.0, 0.0, 0.0], [0.1, 0.0, 0.0], [0.0, 0.0, -0.1], [0.0, 0.0, 0.1], [0.0, -0.1, 0.0], [0.0, 0.0, 0.0], [0.0, 0.0, 0.0], [0.0, 0.0, 0.0], [0.0, 0.0, 0.0], [0.0, 0.0, 0.0], [0.0, 0.0, 0.0], [0.0, 0.0, 0.0], [0.0, 0.0, 0.0], [0.0, 0.0, 0.0], [0.0, 0.0, 0.0], [0.0, 0.0, 0.0], [0.0, 0.0, 0.0], [0.0, 0.0, 0.0]], "lowdin_charge": [-0.116, -0.266, -0.220, -0.200, -0.201, -0.195, -0.209, -0.227, -0.203, -0.178, -0.191, -0.462, -0.611, 0.800, -0.314, -0.103, -0.060, 0.129, -0.380, 0.125, -0.169, -0.271, -0.046, -0.332, 0.990, 0.071, 0.076, 0.065, 0.104, 0.079, 0.106, 0.112, 0.104, 0.107, 0.106, 0.075, 0.109, 0.107, 0.118, 0.115, 0.128, 0.078, 0.121, 0.104, 0.125, 0.088, 0.116, 0.058, 0.107, 0.102, 0.093, 0.084, 0.081, 0.059, 0.132, 0.114, 0.160, 0.164, 0.137, 0.075, 0.094, 0.128, 0.103, -0.166, -0.168, -0.210, -0.164, -0.203, 0.114, 0.114, 0.115, 0.112, 0.114, 0.115, 0.119, 0.113]}